Computed, not measured: a cluster of 22 separate species, C74H193N13O27 in total in a non-equilibrium geometry, with ωB97M-V/def2-TZVPD.

Values from the calculation:
Kohn-Sham gap	1.27	eV
LUMO energy	-0.3817	Ha
E	-5675.8509	Ha
HOMO level	-11.66	eV
net charge	+6

Geometry as XYZ:
```
307
Properties=species:S:1:pos:R:3:mulliken_charge:R:1
C 1.574 2.593 -5.479 -1.423
C 0.503 2.888 -4.388 1.103
C -0.837 2.969 -5.088 -1.033
O -1.755 3.540 -4.164 0.046
C -3.017 3.951 -4.637 -0.895
N 0.693 2.004 -3.252 -0.025
H 2.346 2.622 -2.535 0.209
H -0.246 1.902 -2.870 0.159
H 0.877 1.062 -3.534 0.027
H 2.523 2.410 -5.017 0.348
H 1.654 3.524 -6.118 0.441
H 1.262 1.838 -6.271 0.129
H 0.716 3.971 -4.188 -0.203
H -1.150 1.904 -5.394 0.284
H -0.749 3.537 -6.023 0.404
H -3.442 3.112 -5.204 0.373
H -2.906 4.814 -5.252 0.372
H -3.625 4.291 -3.723 0.110
C 9.913 10.340 -5.884 -1.311
C 11.249 9.675 -5.847 0.122
C 11.992 10.148 -7.099 -0.686
O 11.192 9.999 -8.232 -0.336
C 11.903 10.134 -9.458 -0.754
N 11.993 9.955 -4.580 -0.263
H 11.400 9.586 -3.836 0.384
H 12.950 9.626 -4.441 0.330
H 12.044 10.965 -4.429 0.404
H 9.627 10.425 -6.974 0.339
H 10.024 11.464 -5.637 0.352
H 9.150 9.925 -5.236 0.434
H 11.012 8.615 -5.811 0.256
H 12.783 9.476 -7.216 0.459
H 12.311 11.225 -6.966 0.367
H 12.413 11.108 -9.521 0.331
H 11.173 9.979 -10.247 0.258
H 12.743 9.460 -9.586 0.313
C 7.736 1.707 6.099 -0.555
C 12.775 10.300 13.272 -0.674
C 11.636 9.811 12.523 -0.440
O 10.708 9.991 13.489 -0.261
C 9.371 10.209 13.596 -0.277
N 14.073 9.657 13.416 -0.274
H 14.523 9.240 12.579 0.359
H 14.752 10.419 13.799 0.429
H 13.971 8.849 14.081 0.421
H 7.100 1.957 6.956 0.203
H 7.661 0.692 5.749 0.215
H 8.323 2.546 5.615 0.219
H 12.482 11.345 13.045 0.367
H 12.403 10.271 14.291 0.362
H 11.654 9.690 11.538 0.471
H 8.615 10.930 13.164 0.297
H 8.896 -9.481 7.370 -0.067
H 8.875 9.801 14.520 0.220
C 6.886 -6.735 1.376 -1.626
C 5.723 -6.005 0.777 1.624
C 6.073 -5.363 -0.539 -1.152
O 4.999 -4.494 -0.910 -0.646
C 4.958 -3.242 -0.180 -0.568
N 4.579 -6.946 0.748 -0.348
H 3.860 -6.542 0.126 0.141
H 4.874 -7.844 0.375 0.277
H 4.098 -7.347 2.484 0.564
H 7.707 -6.087 1.597 0.449
H 7.308 -7.524 0.703 0.363
H 6.568 -7.257 2.266 0.396
H 5.414 -5.094 1.376 -0.702
H 6.123 -6.088 -1.371 0.309
H 7.030 -4.802 -0.476 0.362
H 4.725 -3.408 0.884 0.131
H 4.370 -2.486 -0.680 0.106
H 5.976 -2.803 -0.132 0.483
C -12.971 7.975 8.913 -1.343
C -13.442 7.741 7.500 0.236
C -12.730 6.604 6.827 -0.739
O -13.455 6.265 5.663 -0.330
C -12.994 5.182 4.947 -0.775
N -14.926 7.351 7.512 -0.362
H -15.163 6.467 8.017 0.361
H -15.463 8.077 8.023 0.376
H -15.363 7.289 6.623 0.340
H -11.915 7.918 9.022 0.379
H -13.414 7.189 9.563 0.387
H -13.160 8.998 9.246 0.391
H -13.438 8.655 6.888 0.346
H -12.750 5.750 7.511 0.398
H -11.711 6.855 6.498 0.438
H -13.219 4.222 5.519 0.308
H -11.944 5.253 4.665 0.327
H -13.573 5.040 4.022 0.257
C 0.360 -1.237 -14.524 -0.917
N 0.439 -0.826 -13.084 0.054
C -0.473 -1.667 -12.186 -0.631
C 1.898 -1.123 -12.742 -0.889
C 0.049 0.666 -12.914 -0.579
C 0.303 1.203 -11.539 -0.375
O -0.762 0.809 -10.641 -0.572
H 0.979 -0.567 -15.132 0.392
H -0.632 -1.130 -14.953 0.378
H 0.735 -2.263 -14.612 0.388
H -1.456 -1.197 -12.215 0.383
H -0.194 -1.576 -11.146 0.096
H -0.462 -2.622 -12.566 0.461
H 2.509 -0.430 -13.364 0.339
H 2.103 -2.130 -12.942 0.454
H 2.009 -0.945 -11.669 0.304
H -1.013 0.662 -13.067 0.421
H 0.586 1.276 -13.635 0.382
H 0.109 2.255 -11.709 0.362
H 1.234 0.993 -11.049 0.277
H -0.369 0.018 -10.196 0.489
C 0.932 -0.714 -0.085 -1.234
N 0.268 -1.937 0.410 1.828
C 1.126 -3.157 0.412 0.341
C -0.256 -1.664 1.807 1.398
C -0.892 -2.110 -0.440 0.023
C -1.703 -3.412 -0.391 -1.016
O -2.578 -3.492 0.750 -0.409
H 1.147 -0.802 -1.118 0.578
H 1.858 -0.563 0.469 -0.170
H 0.281 0.090 0.065 0.446
H 0.474 -3.972 0.485 -0.419
H 1.803 -3.082 1.260 -0.194
H 1.709 -3.257 -0.532 -0.097
H 0.578 -1.465 2.376 -1.038
H -0.859 -2.534 2.167 -0.372
H -0.872 -0.760 1.722 0.157
H -0.641 -1.943 -1.520 0.490
H -1.656 -1.302 -0.206 -0.128
H -1.150 -4.382 -0.517 0.233
H -2.378 -3.362 -1.231 0.524
H -2.195 -4.181 1.378 0.057
C 5.135 -1.567 -7.310 -1.029
N 5.266 -2.137 -5.911 0.264
C 5.070 -3.608 -6.005 -0.789
C 6.677 -1.798 -5.382 -0.794
C 4.278 -1.533 -5.026 -0.833
C 4.030 -2.277 -3.698 0.016
O 5.059 -3.089 -3.258 -0.244
H 5.503 -0.563 -7.225 0.327
H 4.052 -1.694 -7.558 0.699
H 5.721 -2.038 -8.059 0.362
H 5.284 -4.099 -5.072 0.256
H 5.601 -3.907 -6.946 0.417
H 4.052 -3.881 -6.176 0.299
H 6.706 -0.682 -5.332 0.354
H 7.339 -2.165 -6.143 0.439
H 6.979 -2.212 -4.414 0.135
H 3.398 -1.564 -5.651 0.150
H 4.496 -0.507 -4.865 0.676
H 3.078 -2.839 -3.857 0.360
H 3.750 -1.531 -2.939 0.099
H 4.895 -3.707 -2.530 0.376
C -14.866 -0.963 -0.376 -1.010
N -13.737 -0.661 0.528 0.038
C -13.906 -1.221 1.821 -0.784
C -12.435 -1.331 -0.058 -0.802
C -13.433 0.872 0.522 -0.378
C -14.413 1.736 1.327 -0.457
O -15.799 1.585 0.973 -0.532
H -15.725 -0.438 -0.017 0.414
H -15.031 -2.010 -0.498 0.431
H -14.652 -0.546 -1.375 0.381
H -13.591 -2.203 1.699 0.481
H -14.966 -1.330 2.098 0.311
H -13.286 -0.667 2.542 0.254
H -11.980 -0.672 -0.827 0.316
H -12.832 -2.301 -0.441 0.349
H -11.769 -1.237 0.790 0.477
H -13.482 1.181 -0.592 0.419
H -12.412 1.013 0.900 0.093
H -13.953 2.735 1.164 0.364
H -14.353 1.449 2.408 0.287
H -16.130 2.298 0.408 0.317
C -4.911 -0.673 4.264 -1.163
N -4.817 -1.859 3.363 0.570
C -4.582 -1.398 1.965 -0.818
C -3.657 -2.693 3.729 -0.997
C -6.134 -2.680 3.359 -0.564
C -7.361 -1.858 3.195 -0.533
O -7.702 -1.203 4.365 -0.591
H -5.744 -0.066 4.017 0.474
H -3.974 -0.142 4.196 0.377
H -5.035 -0.956 5.253 0.405
H -4.466 -2.281 1.333 0.231
H -3.610 -0.887 1.944 0.148
H -5.396 -0.746 1.584 0.476
H -3.653 -3.615 3.092 0.280
H -3.812 -3.021 4.763 0.435
H -2.680 -2.224 3.629 0.329
H -6.140 -3.242 4.316 0.398
H -5.989 -3.330 2.525 0.388
H -8.170 -2.436 2.808 0.585
H -7.165 -1.179 2.386 0.261
H -8.625 -0.840 4.170 0.323
C 4.090 -4.284 5.463 -0.841
N 3.396 -3.189 6.192 0.420
C 3.181 -3.619 7.629 -0.763
C 4.211 -1.893 6.114 -0.830
C 2.055 -2.844 5.471 0.699
C 0.829 -3.740 5.751 -0.728
O 1.075 -5.117 5.381 -0.515
H 5.045 -4.525 5.925 0.382
H 4.261 -4.016 4.379 0.090
H 3.405 -5.164 5.511 0.460
H 2.939 -2.654 8.166 0.325
H 4.115 -4.079 8.007 0.344
H 2.411 -4.392 7.749 0.280
H 4.398 -1.723 5.071 0.114
H 5.157 -2.060 6.577 0.438
H 3.633 -1.108 6.561 0.428
H 2.194 -2.785 4.345 -0.479
H 1.913 -1.804 5.810 0.416
H 0.098 -3.266 5.145 0.084
H 0.397 -3.732 6.748 0.487
H 0.405 -5.253 4.625 0.345
C 0.171 -12.736 -0.041 -0.863
N 0.076 -11.288 0.563 0.197
C 0.390 -11.427 2.014 -0.842
C 1.206 -10.476 -0.117 -0.582
C -1.219 -10.639 0.209 -0.853
C -1.471 -9.231 0.612 -0.226
O -0.637 -8.263 0.013 -0.457
H 1.218 -13.044 -0.012 0.397
H -0.108 -12.699 -1.122 0.367
H -0.401 -13.460 0.519 0.387
H 0.409 -10.498 2.528 0.186
H 1.407 -11.822 2.134 0.430
H -0.353 -12.151 2.389 0.369
H 0.797 -10.099 -1.062 0.311
H 2.007 -11.191 -0.253 0.425
H 1.463 -9.632 0.571 0.183
H -1.922 -11.314 0.737 0.363
H -1.340 -10.739 -0.887 0.346
H -1.514 -9.087 1.718 0.243
H -2.484 -9.044 0.287 0.475
H -0.709 -7.444 0.503 0.337
C 0.226 4.403 -0.022 -0.142
N -0.087 5.856 -0.188 0.528
C -0.972 6.213 0.957 -1.182
C 1.312 6.515 -0.173 -0.839
C -0.626 6.193 -1.556 -0.191
C -1.371 7.520 -1.693 -1.104
O -0.592 8.650 -1.330 -0.503
H -0.666 3.898 0.343 -0.392
H 0.994 4.369 0.741 0.428
H 0.597 3.942 -0.983 0.010
H -1.845 5.616 0.886 0.440
H -1.151 7.245 0.839 0.467
H -0.440 6.086 1.874 0.377
H 1.219 7.467 -0.687 0.254
H 1.943 5.848 -0.831 0.368
H 1.579 6.564 0.844 0.375
H -1.356 5.433 -1.901 0.282
H 0.317 6.174 -2.157 0.395
H -2.218 7.436 -1.026 0.376
H -1.664 7.615 -2.715 0.547
H -0.934 9.420 -1.703 0.318
C 1.175 -6.219 2.384 -1.289
C -0.303 -5.705 2.429 0.953
O -1.033 -6.111 1.505 -1.018
O -0.679 -4.934 3.339 -0.772
H 1.367 -6.852 1.527 0.534
H 1.337 -6.846 3.226 0.512
H 1.812 -5.415 2.594 0.280
C 0.210 -1.359 -7.196 -0.621
C 1.238 -1.464 -8.265 0.370
O 2.352 -1.986 -8.040 -0.842
O 0.865 -1.029 -9.398 -0.693
H 0.447 -2.071 -6.324 0.200
H -0.791 -1.551 -7.576 0.420
H 0.086 -0.315 -6.851 -0.141
C -9.828 2.081 2.834 -1.057
C -10.914 0.900 2.707 0.747
O -10.537 0.012 1.899 -0.777
O -11.963 0.983 3.324 -0.677
H -10.410 3.040 2.955 0.212
H -9.011 2.010 2.125 0.296
H -9.421 1.992 3.871 0.314
C -3.623 2.520 1.364 -0.805
C -2.761 2.351 0.132 0.556
O -1.992 1.365 0.191 -0.507
O -2.896 3.048 -0.886 -0.723
H -3.752 1.551 1.907 -0.171
H -4.542 2.991 1.169 0.476
H -3.135 3.163 2.092 0.233
C 2.709 -9.226 4.699 -1.241
C 2.924 -8.654 3.352 0.499
O 2.222 -8.963 2.411 -0.410
O 3.828 -7.705 3.372 -0.411
H 1.935 -9.977 4.751 0.288
H 2.534 -8.379 5.367 0.229
H 3.622 -9.815 4.930 0.415
C 4.243 -0.281 2.629 -1.015
C 2.712 -0.711 2.920 0.558
O 1.866 0.193 3.039 -0.760
O 2.479 -1.935 2.707 -0.904
H 4.620 0.531 3.234 0.425
H 4.232 0.177 1.613 -0.141
H 4.776 -1.182 2.732 0.296
C 5.314 2.042 -1.304 -1.217
C 4.050 2.075 -2.168 0.737
O 3.086 2.961 -1.926 -0.380
O 3.904 1.282 -3.089 -0.406
H 5.128 2.186 -0.251 0.349
H 5.929 2.827 -1.693 0.345
H 5.702 1.003 -1.419 0.226
```